# 1
Molecular formula: C24H71N13O9
Method: DFT, the ωB97M-V functional and the def2-TZVPD basis

Summary:
SMILES string = COC[C@H](C)N.COC[C@H](C)N.COC[C@H](C)N.COC[C@H](C)N.COC[C@H](C)N.NC(N)=O.NC(N)=O.NC(N)=O.NC(N)=O
ΔE to the lowest compared entry with this formula, charge and spin = 836.16 kJ/mol

The geometry in ORCA input format:
```
! RIJCOSX wB97M-V def2-TZVPD def2/J DEFGRID3
* xyz 0 1
H 3.366 7.951 -2.587
N 4.120 1.820 1.543
C -0.777 -7.534 11.777
C -5.270 -2.348 -5.366
H -6.290 -2.888 -7.213
H -3.191 -1.675 -5.619
H -0.071 -8.138 9.186
H 4.967 8.049 -3.140
H -1.543 -4.419 8.478
H -3.930 -3.608 -4.356
C -0.872 -5.590 10.374
H 4.073 6.476 -3.109
N -5.055 -6.900 1.980
H -8.321 -1.661 -7.924
H -3.884 -7.454 3.611
O 4.730 -0.363 1.483
H -4.310 -0.714 0.695
O -1.032 1.128 0.149
H 0.987 -6.817 8.796
H 0.948 -4.966 1.663
H 3.946 6.452 -0.597
H 0.454 5.196 -8.024
N 3.601 -5.062 3.225
C 4.681 7.100 -1.074
H -4.096 -1.282 -6.963
H -8.667 -0.104 -7.071
H -2.841 0.619 -0.586
N -3.807 -0.736 1.571
O -0.495 3.461 -8.052
H 6.748 0.725 2.563
H 7.816 5.698 1.792
H -3.257 -1.583 1.540
H 0.290 -7.317 11.720
H -3.148 1.341 1.374
H 3.407 4.214 -7.908
H -2.478 -0.119 3.534
N 5.949 1.304 2.349
H -4.204 -0.433 -5.439
H 2.439 2.661 -10.513
H 2.260 -3.761 1.753
H -5.718 -6.356 1.448
H 6.014 2.285 2.580
H 4.140 -5.578 3.906
H -5.656 -2.055 -4.389
H 1.085 4.836 6.369
C 2.088 2.547 -9.488
H -1.664 4.650 -9.381
N 3.063 4.606 -8.774
H 6.180 5.593 -1.472
C 4.304 7.396 -2.572
H -2.199 -6.984 3.033
C -2.119 0.202 0.117
C -4.217 -1.426 -5.889
O -7.150 -1.209 -6.389
H -1.157 -8.352 11.166
C 7.574 5.901 0.749
H 0.187 2.289 -1.290
H 1.189 1.930 -9.494
N -3.208 -7.005 3.009
O 2.034 -6.697 2.968
H -0.548 3.538 -10.161
N 0.865 5.394 3.390
H -9.241 -1.680 -6.523
H 1.157 3.934 -7.102
O 0.124 6.451 5.088
H -0.429 0.813 -1.896
C -0.044 -7.161 8.704
O 6.234 6.284 0.489
H 1.125 4.583 2.846
H -1.921 2.892 -9.412
H 3.365 1.443 0.989
N 1.853 -4.655 1.988
H 0.031 -4.990 10.488
H 3.946 -4.151 2.958
C 4.963 0.830 1.727
N 1.224 4.663 5.383
H 2.891 2.091 -8.909
H -1.364 2.182 -1.733
H -2.117 -6.634 9.018
C -0.643 1.593 -1.166
C -6.544 -2.484 -6.233
N 4.568 8.461 -0.638
H -5.398 -7.411 2.781
C -1.881 0.010 2.631
H -0.025 -7.561 7.691
H -1.323 -5.449 7.130
H -1.353 0.961 2.709
H 1.238 4.271 -10.009
H 7.876 5.074 0.107
C -2.777 0.321 1.469
H 3.590 8.496 -0.390
C -8.393 -1.154 -6.962
H 2.794 5.550 -8.537
C -1.178 3.679 -9.283
O -3.169 -5.769 1.250
N -0.963 -5.099 8.006
H -5.244 -4.370 -4.951
H 1.770 3.910 4.991
O -1.279 -6.339 11.503
C -1.124 -6.184 8.996
H -7.258 -3.135 -5.730
H 4.416 2.778 1.668
C -3.813 -6.471 2.035
H 5.123 8.520 0.204
N -4.544 -3.671 -5.155
H 6.737 7.192 -1.420
H -1.311 -0.906 2.475
C 0.756 4.151 -8.093
C 1.792 3.933 -9.134
H -1.579 -4.760 10.381
H 8.243 6.742 0.565
H -0.929 -7.798 12.823
H 0.371 6.143 2.927
C 2.472 -5.557 2.701
C 6.080 6.506 -0.886
H -1.904 -0.807 -0.235
C 0.675 5.510 4.626
*
```

# 2
Molecular formula: C24H72AsF6N6O9
Method: DFT, the ωB97M-V functional and the def2-TZVPD basis

Summary:
ΔE to the lowest compared entry with this formula, charge and spin = 27.08 kJ/mol

The geometry in ORCA input format:
```
! RIJCOSX wB97M-V def2-TZVPD def2/J DEFGRID3
* xyz -1 1
H 0.149 2.918 6.103
H -3.740 -4.771 -0.225
C -1.911 -2.906 3.172
H 1.528 4.942 -0.300
F -0.051 -0.740 -1.130
H 2.558 -0.486 -1.749
H -1.114 1.842 6.605
H 1.681 0.933 -8.138
H -0.958 -3.092 -2.165
C 2.944 5.775 1.160
C -4.065 0.055 4.938
C 0.816 -6.166 -0.380
H 4.082 -1.232 -1.377
H -1.173 7.330 -0.275
C -2.418 -3.551 4.413
C -1.866 -3.225 -1.577
H 0.598 2.316 -2.621
H -0.252 -3.052 1.807
C 0.697 1.897 -5.759
H 0.139 3.295 3.343
F 1.670 -0.063 0.622
F -0.663 -0.487 1.245
H 3.626 4.001 0.634
H -1.619 3.267 6.203
H -1.200 -1.107 2.496
H -0.511 5.889 -0.972
H -1.104 2.923 2.653
H -3.483 3.654 -0.751
H 4.165 2.270 -0.427
H 1.124 -1.910 -1.084
H 1.096 -3.518 -1.497
H -2.761 -3.003 2.496
O -3.314 -4.639 4.089
O -2.668 0.396 4.945
N -1.379 -1.540 3.391
H 3.308 -3.335 -2.241
F 1.040 1.596 -1.093
H -2.016 -0.881 3.814
C -1.006 1.081 -4.020
H 2.976 6.289 2.121
H -2.947 -2.746 4.922
H -4.539 -4.254 5.651
H -0.311 1.398 4.271
H 4.350 1.105 -4.297
H 1.111 0.780 -4.065
H 1.775 2.049 -5.817
H 4.539 4.850 1.591
N 0.592 2.768 -3.524
C -0.789 -3.675 2.523
H -0.012 -3.960 3.232
O -0.002 -5.478 -1.380
H -1.706 -6.661 -1.286
H -1.237 -4.561 2.073
H 4.638 6.998 0.896
H 5.061 0.955 -2.673
H -2.621 -2.538 -1.959
H 1.813 -6.317 -0.794
N 1.674 -2.752 -1.182
C -2.368 -4.664 -1.726
H 0.159 2.820 -5.979
C -0.624 6.422 -0.028
N -3.746 -4.849 -1.232
C 0.603 0.952 -7.981
C -1.388 -5.648 -1.039
N 3.588 4.521 1.499
O 3.804 1.484 -0.016
C 4.173 0.766 -3.277
F 0.299 1.909 1.296
H 1.116 -3.553 -3.639
H -4.782 0.751 5.374
N -0.850 3.318 3.547
As 0.116 0.635 0.075
H -1.801 1.759 -4.330
H -2.204 2.860 -0.912
H -2.559 1.404 3.089
C -4.029 -5.101 5.194
H 3.200 7.285 -0.297
H -4.287 -0.851 5.502
H -4.107 -5.772 -1.426
H 2.846 -1.271 1.198
H -1.192 0.121 -4.502
H 0.168 0.101 -8.506
H -1.626 -2.905 -0.563
O 3.622 -1.561 1.678
C -2.451 1.589 4.158
H 1.010 -1.786 -3.543
C -0.854 2.578 5.844
H 2.859 1.556 -0.151
C 1.694 -2.635 -3.538
F -1.412 1.369 -0.477
H 0.463 -7.190 -0.257
C 0.398 1.566 -4.311
C 2.594 -2.513 -2.301
H -4.777 -5.857 4.955
H 0.970 4.796 1.348
H 0.220 1.878 -8.409
O 0.325 0.769 -6.622
H 2.233 -2.399 -4.456
O 3.886 -0.632 -3.340
C 3.849 6.606 0.255
H 3.676 -2.500 1.503
H -1.133 0.926 -2.948
H 0.883 -5.465 0.452
H 3.315 1.348 -2.939
H -4.382 -0.187 3.924
H -1.614 -5.449 0.009
H 4.303 5.981 -0.514
H -3.262 2.298 4.324
O -2.645 3.655 -1.213
H -1.626 -3.974 5.032
H -0.268 3.291 -3.598
C -1.054 2.182 4.412
H -2.357 -4.826 -2.804
H -1.309 5.803 0.551
H -3.354 -5.588 5.898
C 1.452 5.477 0.646
O 0.598 6.622 0.621
C 3.323 -1.147 -2.156
*
```

# 3
Molecular formula: C24H72N15O15P3
Method: DFT, the ωB97M-V functional and the def2-TZVPD basis

Summary:
SMILES string = CN(C)P(=O)(N(C)C)N(C)C.CN(C)P(=O)(N(C)C)N(C)C.CN(C)P(=O)(N(C)C)N(C)C.C[N+](=O)[O-].C[N+](=O)[O-].C[N+](=O)[O-].C[N+](=O)[O-].C[N+](=O)[O-].C[N+](=O)[O-]
DFT total energy = -106971.2706 eV

The geometry in ORCA input format:
```
! RIJCOSX wB97M-V def2-TZVPD def2/J DEFGRID3
* xyz 0 1
N 0.869 6.031 4.520
H 0.927 4.177 3.844
C 3.070 -0.515 1.091
C -5.306 3.569 -4.519
C -3.627 2.510 -5.975
N 3.130 2.638 -1.571
N 1.730 6.581 -5.671
H -0.479 2.823 1.040
H -2.611 2.466 -0.059
H -1.914 8.672 -5.672
O 1.057 6.675 3.468
O -7.119 5.262 1.261
H 1.903 6.085 -1.462
H -2.696 1.952 -5.876
C -3.501 8.579 -3.018
H -1.212 3.094 -2.751
H 0.184 6.193 -1.154
H 5.508 0.261 -0.077
H 0.697 7.320 -7.363
N -4.168 2.707 -4.607
H -5.148 4.310 -3.735
H -2.458 4.043 -3.426
O -4.972 5.756 1.219
N -6.019 5.366 0.712
H -1.033 8.575 -4.127
H -2.608 -1.730 -3.685
O -3.171 6.411 4.049
H 0.965 8.721 -3.738
O -1.625 8.617 0.137
H -5.617 5.696 -1.402
H -1.355 -0.026 -4.952
N -2.896 6.754 5.196
H -5.292 4.041 -0.600
N -1.912 7.478 0.167
H -6.162 2.968 -4.210
H 3.548 4.670 -2.432
H -6.928 4.532 -0.956
O -5.714 7.844 -2.873
H -3.508 8.847 -1.962
O 0.350 4.524 -4.727
H 0.236 4.263 5.462
C -2.193 3.506 -2.515
C -1.458 6.702 1.302
O -1.929 12.239 3.387
C 0.923 5.885 -1.894
H -5.431 4.158 -5.427
H 2.923 0.990 -2.943
N -2.939 0.366 -3.756
C -3.455 -1.044 -3.716
H 0.921 3.970 1.090
H 1.722 5.864 -7.700
N 3.352 0.355 -0.068
C 4.639 0.011 -0.686
H 3.502 -0.129 2.014
H -0.208 8.807 -5.640
H 2.739 2.583 -3.649
H -2.470 8.759 5.058
C 2.564 2.000 -2.745
O -2.462 6.914 -0.765
H -0.070 0.335 0.290
C 1.233 8.076 -2.900
P 2.929 2.062 0.058
H -4.164 11.713 2.346
H 2.371 7.523 -7.501
H -3.314 3.445 -6.439
C -3.858 11.050 3.155
H -2.549 0.864 -0.710
H -1.505 5.083 -6.411
C -1.682 6.158 -6.377
H -2.015 4.229 -1.718
H 4.702 -1.002 -1.082
N 0.793 6.718 -3.100
H -2.743 6.381 -6.262
H 1.476 1.961 -2.682
N -2.377 11.161 3.080
H -2.876 8.154 6.671
N -0.921 6.809 -5.284
H -1.430 6.310 -7.426
C 0.604 2.927 1.109
H 0.807 2.579 2.122
C 0.354 0.997 -0.466
H 4.667 3.579 -2.704
H -3.258 9.470 -3.598
H -0.491 1.455 -0.980
O -2.373 6.021 5.951
H -2.247 5.984 1.526
H 4.770 0.681 -1.536
H 0.723 8.384 -1.987
O -1.678 10.200 2.812
H -0.908 0.016 -3.225
H 4.598 4.201 -1.073
H 3.314 6.480 -4.151
P -4.041 1.598 -3.343
C -1.509 0.486 -4.002
O 1.275 6.468 5.581
H 3.462 5.384 -5.528
N -3.174 2.484 -2.168
O -4.572 7.399 -4.695
O -5.304 0.967 -2.905
N 1.229 2.044 0.127
H -4.273 1.956 -6.656
H 2.312 8.024 -2.756
C 3.984 3.829 -1.893
C -3.090 1.808 -0.785
C 0.239 4.735 4.480
H -4.190 8.394 5.493
P 0.456 5.973 -4.659
C 3.158 6.386 -5.226
C 1.632 6.802 -7.152
C -5.936 4.913 -0.714
H -4.011 9.976 3.048
O 3.701 2.807 1.099
H 3.347 -1.538 0.835
H -4.094 1.708 -0.375
H 0.825 4.839 -2.187
H -1.133 1.495 -4.175
H -4.066 11.489 4.130
C -1.033 8.269 -5.173
C -3.145 8.110 5.615
H -4.017 -1.282 -4.620
H 0.894 0.342 -1.149
H 1.998 -0.381 1.233
H 3.842 7.113 -5.665
N -4.710 7.902 -3.555
H -2.687 7.868 -3.157
H -0.733 4.819 3.993
H -4.121 -1.165 -2.862
H -1.350 7.286 2.216
H -0.517 6.217 1.046
*
```

# 4
Molecular formula: C24H72N4O14
Method: DFT, the ωB97M-V functional and the def2-TZVPD basis

Summary:
Expectation value of S² = 0.7505
DFT total energy = -60675.2224 eV

The geometry in ORCA input format:
```
! RIJCOSX wB97M-V def2-TZVPD def2/J DEFGRID3
* xyz -1 2
H 30.108 -27.580 27.962
O 30.872 -32.858 33.979
H 26.956 -28.472 30.090
H 29.948 -29.632 24.652
H 29.065 -30.969 35.370
H 32.087 -33.595 35.407
H 33.786 -27.493 29.825
H 30.873 -25.387 32.914
C 25.875 -26.873 31.004
H 33.443 -27.008 32.363
H 27.584 -31.567 31.657
H 24.630 -28.112 30.173
H 31.454 -28.068 29.101
H 26.364 -26.785 31.974
H 30.967 -34.930 29.772
C 28.539 -30.293 27.013
H 28.054 -29.850 27.883
H 34.979 -32.300 30.504
H 29.316 -25.358 32.407
O 30.711 -26.507 31.198
N 35.580 -28.509 27.614
H 33.202 -29.339 28.608
H 30.163 -35.767 27.085
H 30.545 -30.870 33.443
H 32.724 -33.109 31.686
H 27.008 -32.482 35.351
H 31.081 -37.330 27.038
C 31.721 -34.779 28.999
C 29.763 -27.209 33.331
H 32.594 -34.604 29.629
H 30.815 -31.607 28.510
H 35.913 -29.076 26.847
C 29.994 -31.804 33.552
N 27.840 -30.635 33.722
H 26.978 -30.357 34.171
H 28.511 -33.373 35.340
H 35.448 -28.630 29.401
H 28.569 -32.419 26.151
C 27.876 -32.723 34.737
H 30.665 -32.741 36.087
H 30.349 -30.210 30.747
H 27.472 -33.203 33.846
H 29.713 -32.044 32.527
O 31.853 -28.456 27.110
H 25.884 -31.665 27.387
C 33.265 -32.173 31.829
C 28.039 -31.796 26.871
H 29.016 -28.442 32.036
H 30.074 -36.925 28.426
O 28.218 -29.434 25.913
H 27.647 -31.969 28.847
N 28.132 -32.510 28.145
H 35.079 -26.804 30.797
H 36.228 -27.736 27.556
H 30.631 -27.867 33.361
O 29.470 -29.861 30.600
H 35.174 -33.040 32.054
C 31.370 -33.522 28.194
H 30.471 -33.594 27.582
O 31.945 -35.950 28.172
H 32.939 -33.614 26.664
O 28.682 -27.984 32.811
H 28.657 -30.872 24.523
C 31.182 -27.677 28.120
H 32.954 -30.354 31.353
H 35.291 -26.957 25.559
H 25.494 -25.865 30.835
O 35.441 -30.916 32.061
H 33.226 -32.443 27.985
O 24.857 -27.828 31.062
C 32.470 -32.915 27.357
C 30.149 -26.059 32.454
O 32.670 -31.210 31.025
O 32.406 -28.592 31.713
C 33.714 -27.974 31.938
C 34.780 -32.149 31.565
C 28.748 -31.470 34.456
C 28.877 -29.822 24.717
C 30.723 -36.507 27.656
C 34.285 -28.084 27.212
H 29.615 -30.206 27.164
C 34.475 -27.658 25.735
C 31.426 -32.734 35.306
H 26.228 -32.808 26.165
H 35.362 -30.244 31.380
H 34.425 -28.450 24.988
H 26.055 -31.174 25.782
H 29.531 -26.935 34.360
C 26.922 -27.389 29.972
H 31.727 -27.973 31.433
O 35.328 -28.788 30.341
H 27.917 -26.962 30.099
H 31.650 -26.694 28.157
H 28.332 -29.190 24.016
O 26.390 -27.271 28.689
H 33.622 -27.011 25.533
H 26.412 -26.342 28.449
H 34.114 -27.192 27.814
H 32.022 -31.840 35.487
O 27.212 -31.660 30.780
H 28.975 -30.599 30.242
H 33.378 -29.946 27.035
H 30.953 -25.738 30.676
H 31.559 -32.190 29.758
C 34.424 -27.669 30.691
H 28.345 -29.819 33.406
C 26.526 -31.822 26.521
H 26.377 -31.195 30.823
H 34.206 -28.609 32.675
H 32.162 -32.130 26.667
H 32.908 -31.871 32.814
H 29.074 -32.372 28.482
N 30.901 -32.461 29.041
C 33.077 -29.043 27.567
*
```

In eV Å⁻¹, the largest force on an atom values for the records above are, in order, 8.01 3.31 4.32 3.26.
In g mol⁻¹, the molecular weight values for the records above are, in order, 685.91 777.78 903.85 640.85.